(1)
Entry from the OMol25 dataset: a structure of composition C5H21BaNO6 in a non-equilibrium geometry (ωB97M-V with the def2-TZVPD basis set).

Calculated values
E_HOMO: -5.1 eV
Spin multiplicity: 1
Energy: -19981.822 eV
Frontier orbital gap: 2.61 eV

```
34
C5H21BaNO6 (ωB97M-V with the def2-TZVPD basis set)
N -0.93307 2.94311 1.37524
H -0.34751 2.43482 0.72804
H -1.15765 3.85655 1.00744
H -0.39061 2.86683 2.22377
H -1.79450 2.42848 1.49013
Ba 2.71923 -0.39850 3.14186
O 1.17793 0.73745 -0.15003
H 0.31602 0.34640 -0.39234
O -3.47968 0.19118 2.99386
C -3.36275 -0.90890 2.05545
C -2.46859 -2.10325 2.48525
O -1.23699 -1.88761 3.21604
H -3.12792 -0.46334 1.08879
H -4.36068 -1.28472 1.82961
H -2.20993 -2.57838 1.53898
H -2.99505 -2.87538 3.04628
C 2.74969 4.38483 -1.54364
O 2.78823 3.98356 -0.21670
H 3.13971 5.38950 -1.70682
H 3.43071 3.79842 -2.16045
H 1.70354 4.27637 -1.82980
H 2.48310 3.07494 -0.27050
C -1.48906 -1.09611 -2.99779
O -0.45350 -0.11150 -3.17410
H -1.65871 -1.32309 -1.94527
H -2.45583 -0.82525 -3.42218
H -1.21082 -2.09262 -3.34080
H 0.02964 0.14350 -2.38470
C 2.44271 -4.18676 -0.48796
O 2.83568 -2.89971 -0.10205
H 3.02375 -4.66746 -1.27498
H 2.50251 -4.90257 0.33190
H 1.36243 -4.09429 -0.59994
H 2.42796 -2.15650 -0.55260
```

(2)
Entry from the OMol25 dataset: a structure of composition C2H4Si in a non-equilibrium geometry (ωB97M-V with the def2-TZVPD basis set).

Calculated values
ΔE to the lowest compared entry with this formula, charge and spin: 50.3 kcal/mol
E_HOMO: -9.8 eV
Spin multiplicity: 1
Energy: -10011.683 eV
Frontier orbital gap: 10.18 eV

```
7
C2H4Si (ωB97M-V with the def2-TZVPD basis set)
C -1.49238 -0.87450 0.04682
C -0.86504 0.14269 0.26021
Si 0.89000 0.48938 0.19509
H -2.35840 -1.59237 -0.24012
H 0.93076 -0.00140 -1.58942
H 0.75487 1.87336 0.08541
H 2.14020 -0.03717 1.24202
```

(3)
Entry from the OMol25 dataset: a cluster of 11 separate species, C23H53N7O22 in total in a non-equilibrium geometry (ωB97M-V with the def2-TZVPD basis set).

Calculated values
ΔE to the lowest compared entry with this formula, charge and spin: 0.0 kcal/mol
E_HOMO: -10.5 eV
Spin multiplicity: 1
SMILES: C[N+](=O)[O-].C[N+](=O)[O-].C[N+](=O)[O-].C[N+](=O)[O-].C[N+](=O)[O-].C[N+](=O)[O-].C[N+](=O)[O-].CCOC(C)=O.CCOC(C)=O.CCOC(C)=O.CCOC(C)=O
Energy: -80168.512 eV
Frontier orbital gap: 10.20 eV

```
105
C23H53N7O22 (ωB97M-V with the def2-TZVPD basis set)
C -4.65036 -3.29282 -4.44710
N -4.03786 -3.08034 -3.10646
O -4.51271 -2.23271 -2.37301
O -3.10756 -3.79939 -2.82763
H -4.78297 -4.36438 -4.55400
H -3.92572 -2.93721 -5.17666
H -5.59565 -2.77047 -4.50764
C 3.37894 -1.42575 -2.42637
N 4.73917 -0.95467 -2.74990
O 5.18779 -0.01817 -2.10851
O 5.31489 -1.52047 -3.64927
H 3.37297 -2.48172 -2.17291
H 2.72929 -1.24576 -3.28255
H 2.93990 -0.87055 -1.60254
C -2.21235 2.57434 1.73164
N -1.65260 2.60475 3.11449
O -0.81451 3.45577 3.33643
O -2.13213 1.86844 3.94807
H -3.25779 2.29137 1.76694
H -1.69847 1.84062 1.11264
H -2.07515 3.57878 1.34957
C -1.85812 -1.44778 3.59443
N -2.90291 -1.42957 2.53338
O -3.39370 -0.37577 2.19385
O -3.20010 -2.50137 2.04270
H -1.99731 -2.37820 4.13465
H -2.08683 -0.62065 4.26072
H -0.88196 -1.38066 3.13689
C 0.65504 3.39327 -1.33209
N 1.98898 3.58158 -1.97151
O 2.00610 4.14408 -3.04194
O 2.96705 3.17433 -1.37349
H 0.25561 2.42562 -1.62221
H 0.00684 4.16999 -1.71964
H 0.78976 3.48143 -0.25838
C -6.12756 -1.14937 0.22211
N -7.20733 -2.18538 0.30237
O -6.90769 -3.32874 0.03272
O -8.31954 -1.80665 0.60736
H -6.17080 -0.74912 -0.78475
H -5.18377 -1.60927 0.48285
H -6.41719 -0.39727 0.95046
C 0.08486 -3.38580 -3.38013
N -0.08997 -2.70817 -4.69387
O 0.86994 -2.13615 -5.16867
O -1.19586 -2.72659 -5.18873
H -0.35707 -2.71728 -2.65089
H 1.14620 -3.45052 -3.15877
H -0.31845 -4.39009 -3.41106
C -4.57416 1.71440 -4.57984
C -3.92427 0.55244 -3.85512
O -2.54938 0.39585 -4.24144
C -1.68030 1.24878 -3.70133
C -0.30624 1.09017 -4.27578
O -1.99073 2.08766 -2.89345
H -4.13416 2.67480 -4.31858
H -5.64073 1.73716 -4.35084
H -4.46800 1.57665 -5.65721
H -4.01527 0.63991 -2.77421
H -4.40716 -0.36291 -4.19169
H 0.41278 1.69984 -3.72680
H -0.23581 1.39908 -5.31601
H 0.09430 0.08300 -4.15910
C 2.70868 -1.38341 5.40083
C 3.16481 -2.14921 4.19883
O 3.91423 -1.30425 3.31566
C 4.22735 -1.80377 2.11689
C 5.09657 -0.86144 1.32611
O 3.88190 -2.89047 1.73204
H 2.10771 -1.99245 6.07797
H 2.11214 -0.51889 5.10263
H 3.52327 -1.03401 6.03749
H 3.79947 -2.98632 4.49703
H 2.30524 -2.57032 3.67374
H 4.64016 -0.62464 0.36661
H 6.01356 -1.39035 1.05252
H 5.37760 0.03275 1.87375
C 2.62913 3.73025 1.75333
C 3.58097 4.00766 2.90475
O 3.75890 2.81407 3.66952
C 4.93926 2.64737 4.29011
C 4.98138 1.32142 4.98886
O 5.80314 3.47636 4.30466
H 2.99245 2.90252 1.15080
H 2.58546 4.66083 1.18428
H 1.61434 3.49647 2.08809
H 4.53347 4.33883 2.48849
H 3.21195 4.81767 3.53609
H 5.36279 0.53478 4.33578
H 4.00655 1.04515 5.36439
H 5.74854 1.38661 5.76068
C 1.10725 0.40363 2.38243
C 1.02952 0.16157 0.89160
O -0.26926 -0.40439 0.61540
C -0.52724 -0.76763 -0.64083
C -1.91821 -1.30171 -0.83762
O 0.26697 -0.67051 -1.55047
H 1.04493 -0.52206 2.95668
H 0.34148 1.11344 2.67983
H 2.10557 0.76425 2.64224
H 1.13442 1.08627 0.32392
H 1.81914 -0.52435 0.57854
H -2.13261 -1.26574 -1.90057
H -2.62262 -0.68392 -0.28387
H -1.94257 -2.34440 -0.52139
```

(4)
Entry from the OMol25 dataset: a cluster of 2 separate species, C4H9NO in total in a non-equilibrium geometry (ωB97M-V with the def2-TZVPD basis set).

Calculated values
ΔE to the lowest compared entry with this formula, charge and spin: 28.5 kcal/mol
E_HOMO (spin up / spin down): -1.8 / -2.9 eV
Spin multiplicity: 2
Charge: -1
Energy: -7828.710 eV
Frontier orbital gap (spin up / spin down): 6.04 / 6.99 eV

```
15
C4H9NO (ωB97M-V with the def2-TZVPD basis set)
C 0.21094 -1.01745 -1.52563
C 0.04636 0.17545 -0.82143
N 0.07964 0.04602 0.64785
C -0.80170 0.89968 1.37234
C 0.52430 -1.14945 1.29671
O -0.23277 1.30259 -1.24277
H 2.18012 -0.46562 -0.91590
H -0.12602 -1.93645 -1.05937
H 0.26488 -1.06886 -2.60344
H -1.09086 1.72245 0.71913
H -0.33090 1.29801 2.28443
H -1.73142 0.40172 1.70024
H 0.96637 -0.91230 2.26518
H -0.29899 -1.88872 1.39542
H 1.22800 -1.65634 0.64490
```

(5)
Entry from the OMol25 dataset: a structure of composition C45H39AsBrN3O4PReSe2Te2 in a non-equilibrium geometry (ωB97M-V with the def2-TZVPD basis set).

Calculated values
ΔE to the lowest compared entry with this formula, charge and spin: 9.8 kcal/mol
E_HOMO (spin up / spin down): -9.8 / -10.3 eV
Spin multiplicity: 4
Charge: +1
Energy: -347531.265 eV
Frontier orbital gap (spin up / spin down): 6.43 / 5.36 eV

```
99
C45H39AsBrN3O4PReSe2Te2 (ωB97M-V with the def2-TZVPD basis set)
Re -0.23394 -0.54904 0.04613
Se -2.05499 -2.07995 -0.54417
Te -1.48973 -4.03218 -1.98989
Te 1.20053 -3.79018 -2.33991
Se 1.58260 -1.53723 -1.39710
Br 1.90502 6.42915 4.33389
C 1.37703 5.27590 2.92009
C 1.40458 5.73184 1.60903
C 1.02704 4.89593 0.57774
C 0.63455 3.58317 0.84844
C 0.57745 3.16258 2.17679
C 0.94839 3.98909 3.21223
N 0.18273 2.67283 -0.09181
C 0.49673 2.76288 -1.31908
C -0.06345 1.88358 -2.33160
C -0.06404 2.36100 -3.64781
C -0.57867 1.59190 -4.67116
C -1.08310 0.34225 -4.34631
C -1.06797 -0.04987 -3.02115
N -0.57485 0.68106 -2.02207
H 1.69874 6.74857 1.40330
H 1.01158 5.27315 -0.43269
H 0.25780 2.14688 2.35540
H 0.88868 3.65644 4.23843
H 1.17472 3.52795 -1.71149
H 0.31869 3.35090 -3.84593
H -0.58058 1.94687 -5.69089
H -1.47806 -0.32218 -5.09741
H -1.49532 -1.01707 -2.77064
O 2.42100 0.76149 -0.70342
C 2.34577 0.82589 0.53235
O 1.29602 0.52491 1.17692
C 3.54312 1.23743 1.33036
C 4.77481 1.26817 0.68023
C 5.91975 1.59934 1.37740
C 5.81948 1.90998 2.72844
C 4.59573 1.90183 3.38517
C 3.45706 1.55834 2.68337
N 7.02006 2.22874 3.47759
O 8.05266 2.31241 2.85463
O 6.90438 2.37536 4.67332
H 4.81503 1.01103 -0.36741
H 6.88360 1.60948 0.89187
H 4.55515 2.15923 4.43390
H 2.50569 1.54979 3.19312
C -3.05316 5.40733 -0.36113
C -3.05919 4.38958 -1.29921
C -2.73861 3.09433 -0.92883
C -2.42085 2.78937 0.38974
C -2.37847 3.82984 1.31505
C -2.69641 5.12397 0.94501
As -2.04262 0.95821 1.01010
C -2.35044 1.28607 2.92817
C -1.40080 1.14380 3.92974
C -1.70223 1.46700 5.24525
C -2.96333 1.93239 5.57199
C -3.91740 2.09394 4.57985
C -3.60921 1.78646 3.26914
C -3.77928 0.13431 0.59761
C -4.26179 0.16753 -0.71043
C -5.47920 -0.40495 -1.03346
C -6.21899 -1.05035 -0.05701
C -5.72017 -1.14917 1.23071
C -4.50719 -0.56645 1.55616
H -3.31840 6.41328 -0.64591
H -3.32386 4.60054 -2.32486
H -2.72598 2.32726 -1.69111
H -2.08640 3.63005 2.33801
H -2.66862 5.90689 1.68740
H -0.41353 0.77601 3.68123
H -0.95054 1.36023 6.01437
H -3.20605 2.17129 6.59446
H -4.90008 2.46971 4.81965
H -4.34330 1.94177 2.48442
H -3.67388 0.63338 -1.49233
H -5.84508 -0.34893 -2.04857
H -7.17183 -1.49209 -0.30253
H -6.27318 -1.68310 1.98906
H -4.12881 -0.64253 2.57020
C -0.65456 -1.89952 3.43718
P 0.31292 -2.05215 1.88616
C 2.04850 -1.95770 2.44324
C 0.07214 -3.81670 1.52760
C 1.12763 -4.62397 1.11219
C 0.91679 -5.97994 0.91189
C -0.33628 -6.53332 1.11363
C -1.39949 -5.72355 1.48696
C -1.19916 -4.36980 1.68698
H -1.62529 -1.43078 3.24024
H -0.08994 -1.29459 4.14356
H -0.79952 -2.89223 3.86524
H 2.23151 -2.74570 3.17556
H 2.22131 -0.97799 2.89141
H 2.73290 -2.07682 1.59926
H 2.12167 -4.21805 0.97073
H 1.73930 -6.60716 0.60187
H -0.48777 -7.59359 0.97571
H -2.37722 -6.15483 1.64093
H -2.03070 -3.74144 1.98086
```

(6)
Entry from the OMol25 dataset: a structure of composition C6H9B4BeF16N3Ni in a non-equilibrium geometry (ωB97M-V with the def2-TZVPD basis set).

Calculated values
E_HOMO (spin up / spin down): -10.3 / -10.3 eV
Spin multiplicity: 3
Energy: -98485.162 eV
Frontier orbital gap (spin up / spin down): 2.75 / 2.75 eV

```
40
C6H9B4BeF16N3Ni (ωB97M-V with the def2-TZVPD basis set)
Be -2.41200 -2.36579 -2.95130
Ni 1.83589 0.09087 -1.29510
B 1.18608 -2.07640 -2.95267
F 1.57069 -0.89043 -3.54890
F -0.14116 -2.44587 -3.25725
F 2.04831 -3.08799 -3.30024
F 1.30178 -1.80209 -1.53375
B -0.76121 0.34491 -1.07979
F 0.04585 0.86493 -2.09695
F 0.07281 0.00414 -0.04902
F -1.66392 1.29364 -0.67476
F -1.37864 -0.83988 -1.58062
B 2.98025 -0.60480 1.84506
F 3.75325 -1.73919 2.05899
F 2.18909 -0.79390 0.65848
F 2.11649 -0.34182 2.89702
F 3.72632 0.53828 1.59168
B 2.68018 2.60716 -1.37533
F 4.06359 2.50777 -1.24543
F 2.18712 3.87621 -1.53949
F 2.38020 1.77925 -2.48615
F 2.13727 1.88022 -0.31572
C -0.84874 3.52794 1.81776
C 0.31236 2.78303 2.32561
N 1.18737 2.16021 2.73266
H -0.76530 3.59608 0.73713
H -0.77480 4.50107 2.30629
H -1.77658 3.08923 2.18007
C -3.96974 0.04535 1.21853
C -3.78418 -1.02520 0.21022
N -3.60642 -1.84967 -0.56855
H -3.94585 0.97618 0.64625
H -3.12287 0.04799 1.89784
H -5.01879 -0.07837 1.48521
C -0.54701 -2.53523 1.30414
C -0.88613 -3.15557 0.02755
N -1.05709 -3.68022 -0.98298
H -0.71172 -3.31787 2.04625
H -1.10852 -1.64273 1.56308
H 0.50575 -2.24148 1.28420
```